[1]
Computed, not measured: C5H5F2N2O4 as an isolated structure at a distorted geometry, with ωB97M-V with the def2-TZVPD basis set.

Summary:
LUMO = 3.6 eV
E_tot = -21869.271 eV
total charge = -1
multiplicity = 1
ΔE to the lowest compared entry with this formula, charge and spin = 0.00 kcal/mol
E_HOMO = -0.1875 Eh

The geometry in XYZ format:
```
18
Properties=species:S:1:pos:R:3:nbo_charge:R:1
F -0.083 1.251 1.738 -0.32
N 2.195 -0.877 -0.172 -0.67
O -3.952 0.660 -0.590 -0.54
O -3.247 -1.184 0.803 -0.68
C 0.999 -0.750 0.095 0.18
H -0.177 0.170 -1.335 0.29
N -2.630 0.859 -0.699 0.41
C 0.325 0.493 -0.457 -0.55
F -0.162 2.669 0.201 -0.37
C -2.008 1.218 0.370 -0.15
C -4.288 -0.802 0.368 1.00
H 0.420 -1.689 0.599 0.15
H 2.689 -1.707 0.084 0.33
O -2.084 0.654 -1.820 -0.56
H 1.183 1.228 -0.486 0.24
O -5.458 -0.944 0.350 -0.64
C -0.500 1.364 0.514 0.67
H -2.491 1.287 1.263 0.20
```

---

[2]
Computed, not measured: C2H3Cl2NS as an isolated structure at a distorted geometry, with ωB97M-V with the def2-TZVPD basis set.

Summary:
LUMO (alpha / beta) = -0.5 / -0.5 eV
E_tot = -39486.804 eV
total charge = 0
multiplicity = 1
ΔE to the lowest compared entry with this formula, charge and spin = 132.02 kcal/mol
E_HOMO (alpha / beta) = -0.3524 / -0.2747 Eh

The geometry in XYZ format:
```
9
Properties=species:S:1:pos:R:3:nbo_charge:R:1
Cl -2.103 -0.953 -0.467 0.13
S -0.237 -0.615 -2.731 0.40
N 0.618 0.384 0.062 -0.24
C -0.697 -0.472 -1.109 -0.31
H -0.747 1.125 1.510 0.22
H 1.129 0.707 1.938 0.24
C 0.224 0.495 1.392 -0.54
Cl 1.709 -0.052 -2.516 -0.10
H 0.104 -0.619 1.920 0.20
```

---

[3]
Computed, not measured: an isolated ion of composition C9H11N2 and charge +1 at a distorted geometry, with ωB97M-V with the def2-TZVPD basis set.

Summary:
LUMO = -4.0 eV
E_tot = -12483.079 eV
total charge = +1
multiplicity = 1
ΔE to the lowest compared entry with this formula, charge and spin = 53.75 kcal/mol
E_HOMO = -0.4655 Eh

The geometry in XYZ format:
```
22
Properties=species:S:1:pos:R:3:nbo_charge:R:1
C 0.253 -0.222 -0.118 -0.10
C -1.167 0.165 0.434 0.06
C 1.202 -1.142 0.278 -0.21
H -0.573 1.049 2.318 0.27
H -2.159 -0.585 -1.228 0.45
H -1.962 2.346 -0.229 0.24
C 1.977 0.903 -1.440 -0.18
N -2.162 -0.743 -0.260 -0.66
H -3.162 -0.724 0.033 0.44
H 2.350 1.858 -1.962 0.25
C 0.629 0.814 -1.010 0.09
H 1.131 -1.895 1.070 0.23
N -0.355 1.818 -1.067 -0.31
C 2.415 -1.124 -0.321 -0.18
H 3.232 -1.889 0.000 0.24
C -1.344 0.225 1.982 -0.59
C -1.265 1.534 -0.243 0.03
C 2.815 -0.150 -1.213 -0.18
H -2.312 0.443 2.161 0.22
H 3.783 -0.263 -1.537 0.23
H -1.286 -0.712 2.389 0.22
H -2.040 -1.704 -0.036 0.44
```

---

[4]
Computed, not measured: a 2-piece molecular cluster, C11H14O overall at a distorted geometry, with ωB97M-V with the def2-TZVPD basis set.

Summary:
LUMO = 0.4 eV
E_tot = -13677.494 eV
total charge = 0
multiplicity = 1
ΔE to the lowest compared entry with this formula, charge and spin = 74.75 kcal/mol
E_HOMO = -0.2952 Eh

The geometry in XYZ format:
```
26
Properties=species:S:1:pos:R:3:nbo_charge:R:1
C -0.773 2.800 -0.664 -0.27
H -1.077 2.783 -2.732 0.21
C 2.227 -3.009 2.322 -0.07
C 1.106 0.950 -0.558 -0.25
C 0.923 -1.665 0.885 -0.35
C -1.360 3.211 -1.793 -0.16
H 3.154 -3.530 2.029 0.18
C -2.980 4.647 -2.961 -0.36
C 2.152 -1.573 1.756 -0.45
C 0.244 1.797 -0.613 -0.01
H -1.692 -2.981 0.572 0.23
C 0.423 -2.896 0.953 0.34
H 0.511 -0.835 0.298 0.24
H -3.757 5.421 -2.954 0.20
H 2.048 -0.819 2.551 0.21
H -1.064 3.247 0.291 0.22
H -0.860 -4.559 0.599 0.23
O 1.121 -3.742 1.768 -0.51
H 3.059 -1.320 1.196 0.20
H 1.887 0.226 -0.534 0.25
C -2.394 4.235 -1.838 -0.22
C -0.772 -3.512 0.296 -0.67
H -2.685 4.677 -0.875 0.20
H -0.686 -3.469 -0.802 0.23
H -2.713 4.217 -3.915 0.19
H 2.133 -3.036 3.417 0.18
```

---

[5]
Computed, not measured: a 7-piece molecular cluster, C11H36O7 overall at a distorted geometry, with ωB97M-V with the def2-TZVPD basis set.

Summary:
LUMO = 0.3 eV
E_tot = -26319.756 eV
total charge = 0
multiplicity = 1
ΔE to the lowest compared entry with this formula, charge and spin = 49.77 kcal/mol
E_HOMO = -0.3708 Eh

The geometry in XYZ format:
```
54
Properties=species:S:1:pos:R:3:nbo_charge:R:1
H -12.356 9.006 21.144 0.47
O -17.119 14.069 18.517 -0.72
H -12.172 11.984 10.220 0.15
O -12.986 4.129 13.777 -0.73
H -12.949 4.989 14.203 0.47
H -17.106 8.769 20.881 0.16
O -15.924 9.613 19.456 -0.74
H -13.438 4.476 11.713 0.16
H -18.405 9.462 18.618 0.20
H -11.070 7.061 21.023 0.16
H -13.401 16.704 10.911 0.21
H -11.019 2.895 12.672 0.21
H -14.589 16.648 13.718 0.16
H -17.653 8.146 17.850 0.22
H -14.689 17.868 11.317 0.21
H -12.442 9.645 9.116 0.22
C -11.793 3.075 11.927 -0.63
H -10.320 8.534 20.293 0.16
H -13.584 10.650 14.863 0.16
H -13.530 15.477 12.975 0.18
C -12.607 4.294 12.394 -0.06
H -16.396 10.435 19.308 0.47
H -18.744 7.883 19.202 0.21
C -17.927 8.508 18.841 -0.64
H -11.403 3.293 10.933 0.21
C -16.816 8.567 19.850 -0.06
H -10.938 10.594 8.777 0.21
H -16.279 7.619 19.880 0.18
H -13.144 17.823 12.228 0.21
H -12.375 2.154 11.879 0.21
H -11.941 5.156 12.357 0.16
C -13.905 17.228 11.723 -0.64
H -17.524 15.363 17.049 0.16
H -13.785 9.083 16.545 0.47
H -16.118 15.974 12.148 0.46
H -16.904 13.822 16.500 0.18
H -12.272 10.531 7.626 0.21
C -14.320 16.197 12.763 -0.07
C -12.024 10.556 8.687 -0.63
O -15.371 15.376 12.225 -0.72
H -12.573 12.702 8.690 0.16
C -17.578 14.288 17.218 -0.25
O -14.011 11.509 9.602 -0.72
H -15.096 9.769 14.714 0.16
C -12.653 11.778 9.263 -0.06
H -17.553 14.757 19.028 0.46
H -13.830 9.278 13.704 0.18
O -13.501 8.766 15.685 -0.72
H -18.616 13.960 17.152 0.16
H -9.775 7.953 21.883 0.18
H -14.250 12.212 10.210 0.47
C -14.011 9.660 14.708 -0.25
C -10.631 8.040 21.214 -0.24
O -11.649 8.836 21.772 -0.74
```

---

[6]
Computed, not measured: a 2-piece molecular cluster, C5H8N overall at a distorted geometry, with ωB97M-V with the def2-TZVPD basis set.

Summary:
LUMO (alpha / beta) = -6.5 / -6.5 eV
E_tot = -6791.105 eV
total charge = +1
multiplicity = 1
ΔE to the lowest compared entry with this formula, charge and spin = 161.04 kcal/mol
E_HOMO (alpha / beta) = -0.5618 / -0.5618 Eh

The geometry in XYZ format:
```
14
Properties=species:S:1:pos:R:3:nbo_charge:R:1
N 0.896 1.089 -0.376 -0.22
H -0.607 1.219 -2.204 0.30
H 0.217 1.921 2.985 0.26
C -1.467 -1.787 0.652 -0.88
H 2.315 0.939 -1.941 0.23
C 1.421 0.411 -1.568 -0.20
C 0.420 1.663 2.009 0.02
H -1.778 -2.437 1.469 0.25
C 0.161 1.113 -1.479 0.29
H -1.566 -2.554 -0.238 0.23
C 0.806 1.378 0.900 0.08
H -0.345 -1.479 0.605 0.18
H 1.618 -0.640 -1.454 0.24
H -2.092 -0.836 0.639 0.22
```

---

[7]
Computed, not measured: C3H10N4 in the gas phase at a distorted geometry, with ωB97M-V with the def2-TZVPD basis set.

Summary:
LUMO = 0.9 eV
E_tot = -9232.336 eV
total charge = 0
multiplicity = 1
ΔE to the lowest compared entry with this formula, charge and spin = 28.77 kcal/mol
E_HOMO = -0.3128 Eh

The geometry in XYZ format:
```
17
Properties=species:S:1:pos:R:3:nbo_charge:R:1
H -1.871 -2.360 -0.434 0.24
H -0.687 -0.017 1.999 0.38
H -1.046 -2.185 -1.999 0.24
H 1.076 2.000 -0.929 0.40
H 1.392 -1.181 -0.170 0.39
H -1.235 1.225 -0.771 0.35
H 1.763 2.629 0.539 0.39
C -0.940 -2.054 -0.919 -0.68
C 0.976 0.658 0.704 0.26
N 0.783 -0.373 -0.245 -0.69
H 1.772 0.409 1.412 0.16
N -0.294 0.735 1.438 -0.91
N 1.253 1.889 0.066 -0.89
H -0.127 -2.700 -0.580 0.20
C -0.668 -0.605 -0.620 0.49
N -1.439 0.289 -1.118 -0.69
H -0.709 1.643 1.626 0.38
```